{"formula": "C5H14", "method": "ωB97M-V/def2-TZVPD", "orbital_gap_ev": 12.329, "lumo_ev": 1.15, "smiles": "CCC.CC", "total_energy_ev": -5411.5048, "de_lowest_kj_mol": 52.57, "e_homo_ev": -11.2, "total_charge": 0, "symbols": ["C", "C", "C", "H", "H", "H", "H", "H", "H", "H", "H", "C", "C", "H", "H", "H", "H", "H", "H"], "xyz": [[-0.158, 1.193, 1.424], [1.254, 0.638, 1.323], [1.292, -0.852, 1.675], [-0.513, 1.089, 2.446], [-0.055, 2.223, 1.062], [-0.881, 0.508, 0.890], [1.736, 0.928, 0.368], [1.857, 1.117, 2.090], [0.574, -1.385, 1.008], [2.281, -1.280, 1.521], [1.143, -1.041, 2.745], [-1.360, -1.030, -2.366], [-0.773, 0.273, -1.859], [-1.275, -1.680, -1.466], [-2.419, -1.089, -2.625], [-0.710, -1.496, -3.112], [-0.623, 0.993, -2.638], [0.137, 0.102, -1.272], [-1.508, 0.789, -1.212]], "lowdin_charge": [-0.14, -0.35, -0.13, 0.07, 0.08, 0.07, 0.10, 0.09, 0.07, 0.06, 0.07, -0.17, -0.18, 0.06, 0.06, 0.06, 0.05, 0.05, 0.06]}